Entry from OMol25: a 4-piece molecular cluster, C13H34O4 overall (ωB97M-V with the def2-TZVPD basis set).

Spin multiplicity: 1
SMILES string: CC(C)O.CCOCC.CCOCC.CCO
Maximum force in hartree/bohr: 0.0190
LUMO in eV: 0.78
Gap between HOMO and LUMO in Eh: 0.3870

The geometry in XYZ format:
```
51
Properties=species:S:1:pos:R:3:forces:R:3
C 9.590 10.705 -32.636 0.213 -0.414 -0.123
C 8.070 10.611 -32.531 0.201 -0.247 -0.685
C 7.481 11.828 -31.875 -0.175 -0.179 0.519
O 7.487 10.536 -33.840 -0.004 0.106 0.222
H 9.939 10.069 -33.454 -0.086 0.051 0.006
H 10.095 10.333 -31.740 -0.112 0.209 0.119
H 9.923 11.721 -32.843 -0.038 0.038 0.007
H 7.814 9.689 -31.994 -0.079 0.095 0.158
H 7.860 11.938 -30.856 0.120 0.094 -0.083
H 6.397 11.735 -31.800 -0.021 0.114 -0.153
H 7.752 12.700 -32.465 -0.114 0.137 0.039
H 7.581 9.626 -34.152 0.133 -0.040 -0.080
C 9.002 13.370 -28.377 0.558 0.501 -0.192
C 8.758 12.444 -27.220 -0.389 -0.240 -0.110
O 9.949 12.352 -26.476 0.111 -0.005 0.089
C 9.773 11.690 -25.244 -0.121 -0.170 0.110
C 11.123 11.445 -24.616 0.331 -0.034 -0.038
H 9.416 14.314 -28.009 -0.127 -0.046 0.032
H 9.762 12.953 -29.040 -0.102 -0.061 -0.048
H 8.114 13.605 -28.960 -0.136 -0.187 0.060
H 7.931 12.800 -26.591 0.084 0.078 0.040
H 8.465 11.446 -27.587 0.026 0.042 0.102
H 9.134 12.297 -24.586 0.025 -0.008 -0.002
H 9.250 10.733 -25.396 0.048 0.044 -0.067
H 11.779 10.920 -25.313 -0.104 -0.015 -0.037
H 11.039 10.828 -23.720 -0.095 0.081 0.032
H 11.624 12.378 -24.354 -0.107 0.024 0.022
C 7.994 6.167 -36.264 0.402 -0.074 0.298
C 8.593 6.834 -35.022 0.396 -0.420 -0.791
O 7.666 7.660 -34.359 -0.090 0.142 0.149
C 6.830 6.944 -33.463 -0.379 -0.009 0.336
C 5.584 7.764 -33.129 0.039 -0.037 -0.402
H 7.622 6.914 -36.961 -0.133 0.019 0.030
H 8.777 5.594 -36.769 -0.035 0.026 0.003
H 7.208 5.461 -35.997 -0.142 0.087 -0.071
H 9.014 6.065 -34.362 -0.206 0.077 0.201
H 9.446 7.441 -35.333 -0.172 0.239 0.107
H 6.528 5.995 -33.914 0.088 -0.060 -0.009
H 7.388 6.710 -32.548 0.110 0.022 -0.076
H 5.315 7.671 -32.079 -0.016 -0.004 0.033
H 4.736 7.444 -33.736 0.014 -0.007 0.063
H 5.748 8.815 -33.366 0.078 0.041 0.193
C 12.432 8.157 -33.884 -0.227 0.276 0.312
C 13.819 7.895 -33.356 0.421 0.317 -0.160
O 14.621 9.048 -33.666 -0.173 -0.273 0.086
H 11.728 7.416 -33.501 0.017 -0.115 -0.168
H 12.385 8.206 -34.970 0.093 -0.141 -0.025
H 12.101 9.125 -33.500 0.024 -0.030 -0.040
H 14.280 7.011 -33.809 -0.154 -0.079 0.001
H 13.780 7.743 -32.272 0.018 0.003 -0.017
H 15.534 8.852 -33.437 -0.012 0.029 0.008
```
Positions in Å, forces in eV/Å.